[1]
One molecule with the formula C23H36N4O3. Source: the Open Molecules 2025 dataset; level of theory: ωB97M-V with the def2-TZVPD basis set.

As for the multiplicity: 1. The HOMO energy comes out at -7.86 eV. For the energy, the calculation gives -36539.36135 eV. For the molar mass, the calculation gives 416.57 g/mol. Its SMILES is C[C@@H](C(=O)NCC1CCCCC1)N(C)CC(=O)Nc1ccc(N2CCOCC2)cc1. As for the LUMO energy: 0.70 eV.

Last column: Löwdin charge in e.
Cartesian coordinates (Å):
H  2.350660  -0.165748  -0.466467  0.10
O  2.163532  0.338679  -2.447557  0.04
C  -5.410951  -0.709296  1.656269  -0.19
C  0.688757  -2.311497  0.180551  -0.16
O  -5.937377  -1.843326  1.008386  -0.13
H  2.210474  3.541769  0.055238  0.08
C  -1.792838  -0.387168  -1.569986  -0.03
H  -0.060983  -0.205512  -2.800363  0.11
C  3.223644  3.782072  -0.299905  -0.08
H  -6.293877  -0.876294  -0.773983  0.13
N  0.889374  2.143768  -1.914603  0.15
H  -0.829387  3.046239  -0.141330  0.11
H  1.434957  -4.281692  0.623973  0.11
H  -3.391615  -1.442650  1.744479  0.13
H  -3.529368  0.327770  1.862514  0.12
H  1.505092  0.306203  2.315830  0.13
C  -0.547726  -4.096374  1.431941  -0.21
O  3.240084  1.755213  1.865807  0.05
C  0.102736  -1.967471  2.585751  -0.17
H  1.427277  -2.128839  -0.601998  0.11
C  4.251858  1.550115  -0.321072  -0.28
H  6.300173  2.215858  -0.422480  0.08
N  -3.731254  -0.445549  -0.077115  -0.10
H  -6.164056  -2.660063  -0.812357  0.13
H  -3.733293  -2.530282  -0.458720  0.13
H  -0.679320  -5.173378  1.555261  0.11
H  3.186829  4.693053  -0.899461  0.09
C  -3.919419  -0.554109  1.358029  -0.14
C  -1.092838  2.076834  -0.541282  -0.03
N  2.358873  0.229139  0.463455  0.10
C  1.279633  -0.149219  1.347690  -0.13
C  1.132030  -1.665740  1.494299  -0.30
H  -4.189086  -1.475293  -1.830650  0.12
N  3.850467  2.738769  -1.077322  -0.16
H  -2.828541  1.919039  0.668081  0.11
H  0.431897  -1.533824  3.532282  0.12
H  2.099704  -2.084091  1.791216  0.15
H  3.999858  1.993405  -3.002451  0.13
H  4.322687  0.719099  -1.028073  0.14
H  0.827412  -3.931992  3.074947  0.11
H  -1.510537  -3.674035  1.133053  0.10
H  0.924004  3.131848  -1.706730  0.13
H  -2.040049  -1.348998  -1.990242  0.11
C  -2.218148  1.432352  -0.076775  -0.02
C  -5.747012  -1.747993  -0.382445  -0.19
H  5.528598  2.473650  1.152571  0.07
H  0.164049  -4.250436  -0.600221  0.11
H  0.334865  0.269270  0.976663  0.12
H  -0.845259  -1.494613  2.314974  0.11
H  6.031519  0.852855  0.680268  0.08
C  -0.107395  -3.469581  2.750548  -0.20
H  -0.250222  -1.852675  -0.137295  0.10
H  3.835786  3.969940  0.578828  0.09
C  3.246839  2.477940  -2.372639  -0.10
H  2.972292  3.433851  -2.824441  0.12
C  5.623333  1.790809  0.313015  -0.03
C  -0.288173  1.486227  -1.512493  -0.24
C  -0.665925  0.259554  -2.040621  -0.01
C  0.486826  -3.814683  0.347743  -0.19
C  -4.265441  -1.610277  -0.751437  -0.15
C  -2.582488  0.170444  -0.561731  -0.23
C  3.242976  1.192141  0.786520  -0.46
H  -5.945459  0.193851  1.323937  0.13
C  2.046243  1.541793  -2.286032  -0.45
H  -5.577941  -0.859518  2.723996  0.13
H  -0.857250  -3.655166  3.522760  0.11

Forces on the atoms, in the same order (eV/Å):
H 0.15 0.18 -0.01
O 0.01 -0.22 -0.16
C 0.29 0.17 0.18
C 0.28 -0.23 0.20
O -0.02 -0.14 0.08
H 0.01 0.03 0.07
C -0.26 0.06 0.18
H 0.03 -0.02 -0.04
C 0.06 0.16 0.03
H 0.05 -0.09 0.00
N -0.13 0.37 -0.03
H 0.05 0.09 0.07
H 0.07 -0.07 -0.03
H 0.02 0.08 0.03
H -0.01 -0.04 0.01
H -0.13 -0.05 -0.11
C 0.30 -0.16 0.10
O 0.14 0.28 0.25
C 0.34 -0.19 0.03
H 0.00 0.07 -0.12
C 0.55 0.13 0.19
H 0.05 -0.02 -0.10
N -0.39 -0.08 0.00
H 0.03 0.07 -0.04
H 0.02 0.01 -0.08
H -0.09 -0.01 -0.02
H -0.03 0.05 0.00
C -0.32 -0.05 0.16
C 0.11 -0.11 -0.08
N -0.26 -0.33 -0.11
C 0.01 -0.15 0.34
C -0.32 0.37 -0.10
H 0.01 -0.05 0.01
N -0.19 0.02 -0.17
H -0.08 0.05 0.04
H -0.03 0.09 0.03
H 0.05 0.00 0.02
H -0.23 0.01 -0.04
H -0.05 0.06 0.05
H 0.04 -0.05 0.07
H -0.11 0.00 -0.03
H 0.11 -0.15 -0.10
H -0.03 -0.11 0.00
C 0.02 -0.05 0.00
C 0.19 -0.07 -0.33
H 0.03 0.05 0.08
H 0.07 -0.06 -0.02
H 0.01 -0.03 0.09
H -0.10 0.08 0.00
H 0.09 -0.08 0.13
C -0.32 0.14 -0.07
H 0.00 0.05 -0.01
H -0.09 0.09 0.07
C 0.23 -0.18 0.00
H 0.01 -0.02 -0.01
C -0.26 -0.10 -0.06
C -0.26 -0.30 0.07
C 0.14 0.19 -0.07
C -0.27 0.12 -0.12
C -0.32 0.01 0.08
C 0.30 0.12 -0.20
C 0.04 -0.30 -0.38
H 0.06 -0.05 0.05
C 0.25 0.34 -0.08
H 0.03 0.07 -0.04
H 0.05 -0.05 0.06

[2]
C23H36N6Sn as an isolated structure. Source: the Open Molecules 2025 dataset; level of theory: ωB97M-V with the def2-TZVPD basis set.

As for the multiplicity: 1. The HOMO energy comes out at -20.90 eV. As for the charge: +4. For the energy, the calculation gives -39163.34537 eV. For the molar mass, the calculation gives 515.29 g/mol. As for the LUMO energy: -14.18 eV.

Last column: Löwdin charge in e.
Cartesian coordinates (Å):
N  1.901904  -2.768010  1.736681  -0.08
C  2.450883  -3.857615  2.712223  0.08
C  -0.578464  -4.054231  2.749414  -0.02
C  0.254376  2.686512  2.181287  0.02
H  0.006803  3.625206  1.662602  0.14
H  2.831901  -1.368081  0.422968  0.05
H  1.367149  3.121028  -3.550509  0.12
H  2.912925  1.986103  -1.192467  0.07
H  1.030984  4.738980  -2.819313  0.12
H  -1.020859  -0.783997  3.505048  0.11
C  -1.331958  -2.095818  -1.444781  -0.23
H  2.354901  -4.758821  2.078712  0.12
H  3.955078  -2.282266  1.346640  0.12
H  -2.268866  1.605164  0.398979  0.11
C  -1.386376  -1.775797  3.014711  0.00
C  -2.379300  2.724850  0.177163  0.02
H  -0.648357  -3.468458  -4.527193  0.18
H  -2.274542  -0.080292  -1.334067  0.10
H  -1.983262  0.522949  -3.614901  0.16
H  -2.091979  -1.918800  -6.150263  0.11
N  -1.229207  3.212779  -0.625744  -0.10
C  2.376508  2.906449  -0.950015  0.01
H  1.843318  -3.931616  3.667099  0.13
H  -1.593437  -2.560897  -0.506939  0.11
H  -0.640133  -4.440424  3.817163  0.15
C  -1.302812  -1.502441  -4.236803  -0.20
C  -1.783446  -0.823047  -1.924919  -0.21
H  -3.303429  2.888638  -0.365649  0.12
H  3.425770  -3.496585  2.907682  0.08
H  -0.320324  3.548154  -2.985564  0.07
H  -0.624368  -4.117093  -2.133018  0.16
H  1.110208  -0.698492  3.972972  0.15
H  -2.225481  4.409930  -2.076854  0.15
C  -1.375146  -1.247862  -5.732390  0.02
N  -0.275134  -2.628069  2.595314  -0.10
H  0.593075  3.592270  4.100382  0.17
H  -2.130282  4.987614  -0.329187  0.14
C  -1.533259  4.521208  -1.170826  -0.01
N  0.974148  3.018090  -1.448689  -0.10
H  -1.632545  -4.214387  2.485705  0.11
C  2.985622  -2.395900  0.859476  -0.04
H  -1.557937  -0.160058  -5.964961  0.12
H  -0.094604  -4.688982  2.064507  0.08
H  -0.745681  5.229658  -1.370335  0.10
H  -1.997759  -1.507599  2.137706  0.10
C  0.565254  2.652715  3.502610  0.06
C  0.316644  1.493006  1.348152  -0.19
H  -1.976954  -2.386359  3.687739  0.11
C  -0.871784  -2.721265  -3.715655  -0.02
C  0.792237  -2.108117  1.909333  -0.30
C  0.938481  1.401138  4.118546  0.03
C  -0.048660  2.666591  -0.721013  -0.36
C  -0.831642  -3.051994  -2.404860  -0.07
H  1.254998  1.477635  5.108597  0.13
H  -0.470522  -1.429269  -6.212288  0.08
Sn  0.762052  -0.636792  -1.385730  1.53
C  -1.693494  -0.538022  -3.297808  -0.04
N  0.236955  1.478072  0.075426  0.07
H  3.121689  -3.139027  0.057885  0.12
H  2.395743  2.883444  0.163636  0.10
C  0.562209  0.181371  2.052122  -0.16
H  -2.248515  3.218460  1.149695  0.11
C  0.739619  3.679458  -2.823828  0.05
C  0.836665  0.241092  3.490912  -0.01
N  0.671008  -0.838279  1.266148  0.10
H  2.901407  3.776199  -1.508668  0.16

Forces on the atoms, in the same order (eV/Å):
N 1.21 -0.89 1.76
C -2.97 0.01 -0.67
C -1.89 -0.51 1.58
C -0.09 0.69 -0.08
H 0.21 -0.39 0.48
H -0.01 -1.05 0.22
H -0.53 0.38 0.41
H -0.32 -0.13 -0.70
H -0.13 -0.38 0.06
H -1.06 -2.20 -0.55
C 0.04 -0.77 -0.92
H 0.65 0.08 0.95
H -0.23 -0.26 0.40
H -0.22 1.53 -0.52
C 0.29 1.84 0.10
C 1.52 -2.27 0.80
H 0.06 0.47 1.21
H -0.19 0.10 0.74
H 0.26 -1.79 0.23
H -0.79 -0.25 -0.48
N 0.05 -0.19 -0.53
C 0.40 0.99 -0.50
H 0.69 0.14 -1.36
H -0.03 0.62 0.55
H 1.02 0.65 -1.14
C 0.09 1.09 -0.28
C 0.57 -1.00 -0.44
H -0.05 0.31 0.23
H 1.02 -0.27 0.31
H 0.03 0.11 -0.63
H 0.03 1.21 0.03
H -0.05 0.29 0.02
H 0.97 0.33 1.25
C -0.69 2.00 1.63
N 1.46 1.13 -0.92
H -0.10 -0.87 -0.50
H 0.42 -0.14 -1.22
C -2.85 1.23 0.01
N 0.47 0.91 -2.00
H 0.01 0.52 -0.28
C 0.31 1.66 -1.69
H -0.43 -1.24 0.32
H 1.29 -0.64 -0.47
H 0.64 -0.41 -0.08
H -0.01 -0.10 0.31
C -0.18 1.17 -1.17
C 0.13 0.80 1.10
H -0.15 0.42 0.27
C 0.43 -1.26 -3.27
C -1.39 -1.24 0.78
C -0.57 0.56 -0.45
C 0.47 -1.49 1.97
C -0.70 -0.24 1.74
H 0.53 -0.26 1.60
H 1.85 -0.76 -0.67
Sn -0.60 0.19 0.42
C -0.09 2.05 -0.12
N -0.80 -0.07 -1.29
H -0.14 0.21 0.24
H 0.08 0.96 -0.86
C 0.77 0.46 -0.37
H -0.90 0.09 -0.30
C 0.95 -0.68 1.13
C 0.50 -1.53 -0.86
N -0.74 -0.53 0.81
H -0.48 -1.39 1.65